Record 1
DFT (ωB97M-V/def2-TZVPD) results for one molecule with the formula C3H10N4.

Each line ends with the Löwdin charge.
Geometry (Å):
N 1.08 -0.97 0.13  0.11
N -1.12 -0.27 -0.86  -0.08
N -0.89 -1.11 -1.97  -0.03
N -0.07 1.07 0.92  0.01
C 1.21 1.73 0.92  -0.16
C -0.10 -0.19 0.32  -0.76
C -1.03 -0.66 1.32  0.17
H -1.77 -1.33 -2.42  0.07
H -0.90 -1.64 1.75  0.07
H 2.00 1.16 1.43  0.08
H -1.94 -0.13 1.56  0.07
H 1.78 -0.45 -0.38  0.07
H 1.10 2.69 1.43  0.07
H 0.87 -1.83 -0.36  0.07
H 1.57 1.95 -0.10  0.08
H -1.50 0.66 -1.05  0.10
H -0.27 -0.68 -2.65  0.07

For the energy above the lowest of the compared OMol25 structures with the same formula, charge and spin, the calculation gives 119.67 kcal per mole. Its spin multiplicity is 1. Its net charge is 0. The frontier orbital gap (alpha / beta) is 7.8 / 8.8 eV.



Record 2
DFT (ωB97M-V/def2-TZVPD) results for C10H21BrN3PS as an isolated structure.

Each line ends with the Löwdin charge.
Geometry (Å):
Br -0.69 2.40 -6.75  -0.31
S -2.02 2.66 -1.87  0.69
P -0.96 0.36 0.08  0.97
N 3.58 -3.51 3.03  0.07
N 3.00 -4.10 0.70  0.01
N 2.50 -1.68 1.62  -0.03
C -2.36 2.08 -4.77  -0.47
C -1.81 0.82 -1.57  -0.65
C 3.03 -3.08 1.84  -0.38
C -0.05 1.80 0.95  -0.31
C -3.11 2.74 -3.44  -0.51
C -3.32 -1.04 2.00  0.08
C -2.29 -0.43 1.22  -0.22
C 2.17 -0.98 2.93  -0.23
C 1.44 1.23 1.44  -0.24
C 1.20 0.33 2.78  -0.20
H 3.18 -0.74 3.51  0.14
H -3.46 3.84 -3.69  0.10
H 1.44 1.04 3.71  0.14
H 0.07 -0.05 2.82  0.10
H -2.39 0.89 -4.77  0.07
H 2.06 2.18 1.73  0.12
H 2.52 -4.96 1.08  0.08
H -2.88 2.43 -5.77  0.01
H 0.12 2.76 0.29  0.10
H 0.03 -0.68 -0.24  0.06
H -4.12 2.12 -3.31  0.08
H 3.98 -4.39 0.46  0.08
H -3.87 -1.79 2.75  0.09
H -1.25 0.34 -2.49  0.08
H 1.56 -1.79 3.57  0.13
H 1.99 0.69 0.56  0.11
H 1.59 -1.80 1.09  0.10
H -0.65 2.06 1.95  0.12
H -1.22 2.43 -4.75  -0.11
H -2.89 0.34 -1.54  0.09
H 3.85 -4.52 2.88  0.04

Its spin multiplicity is 1. Its net charge is 0. The frontier orbital gap is 3.0 eV.



Record 3
DFT (ωB97M-V/def2-TZVPD) results for C71H73AsO2P2S2SeW as an isolated structure.

Each line ends with the Löwdin charge.
Geometry (Å):
W 0.19 -0.23 -0.26  1.18
Se -1.91 1.45 0.26  1.24
As -1.64 -1.93 0.60  1.32
S 2.69 0.47 0.07  0.55
S -0.98 -0.83 -2.49  0.46
P 2.86 -1.44 -0.60  0.53
P 0.44 -2.30 -2.32  0.54
O 0.41 1.26 -1.24  -0.50
O 0.25 0.00 1.57  -0.43
C -0.38 4.44 -2.87  0.05
C 1.83 -1.64 -6.10  -0.05
C 1.28 -2.46 -3.91  -0.34
C -3.89 -2.15 -1.39  -0.14
C -1.45 4.87 -2.10  -0.14
C -3.43 -4.00 0.10  -0.18
C 2.90 0.59 3.72  -0.03
C 5.98 -1.80 -3.90  -0.04
C -3.12 4.29 4.77  -0.04
C -0.06 1.03 2.42  -0.30
C 4.72 -3.62 2.97  -0.06
C -0.14 2.44 -1.65  -0.28
C 1.54 0.34 4.37  -0.51
C -0.39 -3.90 -2.21  -0.38
C 0.01 -4.82 -1.25  -0.09
C 1.66 0.64 5.87  -0.05
C 1.87 -3.69 -4.21  -0.10
C -5.23 -4.14 -1.49  -0.05
C 4.05 -1.54 -1.94  -0.35
C -4.25 0.29 3.89  -0.06
C -1.36 -6.50 -2.30  -0.05
C -1.27 2.82 -0.92  -0.36
C -1.58 4.34 4.79  -0.55
C 3.39 -3.85 2.64  -0.07
C 1.24 -1.44 -4.86  -0.09
C 5.49 -2.76 2.19  -0.05
C 3.60 -2.37 0.76  -0.34
C 0.70 2.58 -5.05  -0.02
C -1.80 7.08 -1.04  -0.03
C -1.11 4.26 6.24  -0.05
C 1.22 -2.01 -0.78  -0.66
C -0.48 -6.12 -1.29  -0.06
C 5.76 -0.57 -3.31  -0.05
C -4.48 -4.71 -0.47  0.00
C 2.44 -3.88 -5.46  -0.06
C -2.56 -4.47 1.20  -0.19
C -1.27 -4.28 -3.22  -0.08
C -1.03 3.19 3.94  -0.14
C -2.78 -1.04 1.95  -0.38
C -1.53 -3.62 1.58  -0.28
C 2.34 4.11 -3.93  -0.03
C 0.32 3.24 -2.70  -0.05
C -4.07 -0.61 1.66  -0.12
C -1.58 6.97 -3.52  -0.05
C -0.63 -3.96 2.56  -0.09
C -2.69 -5.68 1.87  0.00
C -3.63 6.06 -2.44  -0.04
C -1.76 -5.57 -3.26  -0.05
C 4.79 -0.43 -2.33  -0.10
C -4.95 -2.86 -1.94  -0.06
C 2.83 -3.23 1.53  -0.10
C -2.24 -0.83 3.21  -0.11
C -1.56 2.94 2.68  -0.04
C 4.29 -2.79 -2.51  -0.09
C -2.11 6.23 -2.29  -0.55
C 2.31 1.73 -3.35  -0.07
C -0.76 -5.18 3.21  -0.06
C -1.06 1.90 1.95  -0.34
C -1.80 -6.03 2.87  -0.05
C 2.43 -2.86 -6.39  -0.04
C -0.02 2.34 4.39  0.06
C 4.94 -2.14 1.09  -0.07
C 0.47 1.23 3.70  -0.06
C -1.10 5.67 4.18  -0.03
C -4.81 0.05 2.64  -0.06
C 1.41 2.90 -3.73  -0.52
C -1.92 4.00 -1.12  -0.03
C 5.26 -2.92 -3.49  -0.06
C 1.19 -1.15 4.24  -0.05
C -3.12 -2.73 -0.39  -0.31
C -2.97 -0.16 4.18  -0.05
H 6.53 -2.58 2.45  0.12
H 4.63 0.53 -1.85  0.07
H 0.01 1.73 -4.93  0.08
H -0.01 5.74 4.23  0.09
H 1.08 -1.46 3.21  0.05
H -5.82 0.37 2.42  0.12
H 1.80 -3.42 1.26  0.06
H 3.16 1.65 3.75  0.10
H -1.60 5.05 6.82  0.09
H -4.51 -0.80 0.70  0.10
H -0.06 -5.46 3.99  0.11
H -2.21 6.62 -0.13  0.08
H -4.09 5.70 -1.52  0.08
H 2.88 -3.01 -7.37  0.12
H -2.44 -5.87 -4.05  0.12
H 6.34 0.30 -3.62  0.12
H 0.74 -0.51 -4.64  0.05
H 5.54 -1.48 0.48  0.12
H -2.54 0.01 5.16  0.12
H -3.52 4.60 3.81  0.08
H 1.75 0.81 -3.18  0.05
H -6.04 -4.71 -1.93  0.12
H -3.50 -6.36 1.61  0.12
H 3.68 0.04 4.26  0.10
H -1.73 -7.51 -2.34  0.12
H -1.41 5.77 3.14  0.08
H -0.03 4.42 6.33  0.09
H 3.13 3.85 -4.63  0.10
H -0.17 -6.84 -0.54  0.12
H -5.55 -2.41 -2.72  0.11
H -2.25 8.07 -1.14  0.10
H -0.51 7.19 -3.43  0.09
H 1.79 -0.85 -6.84  0.11
H -2.35 3.55 2.27  0.12
H -4.08 7.02 -2.68  0.09
H 2.11 1.62 6.05  0.09
H 1.44 2.33 -5.82  0.09
H 2.32 -0.10 6.32  0.10
H 0.73 -4.53 -0.49  0.09
H 2.00 -1.74 4.67  0.10
H 5.45 -3.89 -3.93  0.12
H -3.52 4.96 5.53  0.09
H -1.52 6.50 4.75  0.10
H -4.72 -5.70 -0.11  0.12
H 3.75 -3.66 -2.16  0.11
H -3.69 -1.15 -1.74  0.07
H 2.88 -4.84 -5.70  0.12
H -1.36 3.30 6.70  0.09
H 2.91 0.26 2.69  0.01
H 0.70 0.59 6.38  0.10
H -1.25 -1.20 3.45  0.07
H 0.18 -3.29 2.84  0.07
H 1.86 -4.49 -3.48  0.11
H -1.57 -3.56 -3.98  0.12
H -1.75 6.41 -4.43  0.10
H -2.10 7.93 -3.61  0.09
H -0.05 5.08 -3.68  0.10
H 1.81 4.98 -4.33  0.08
H 6.74 -1.90 -4.67  0.12
H 0.39 2.53 5.37  0.09
H -0.73 7.20 -0.91  0.09
H -3.86 5.37 -3.25  0.10
H -3.48 3.28 4.99  0.08
H -1.92 -6.98 3.38  0.12
H 5.15 -4.10 3.84  0.12
H -4.83 0.81 4.64  0.11
H 2.79 -4.52 3.24  0.11
H -2.79 4.25 -0.52  0.12
H 0.12 3.43 -5.41  0.09
H 2.80 4.41 -2.98  0.10
H 3.01 1.53 -4.17  0.10
H 2.88 1.95 -2.45  0.06
H 0.27 -1.38 4.79  0.09

Its spin multiplicity is 1. Its net charge is +2. The frontier orbital gap is 6.5 eV.



Record 4
DFT (ωB97M-V/def2-TZVPD) results for C24H32BF4N3ORuSb2 as an isolated structure.

Each line ends with the Löwdin charge.
Geometry (Å):
Sb -0.20 -0.87 1.93  1.57
Sb -0.69 -1.35 -1.80  1.38
Ru 0.32 0.81 -0.38  0.85
F 2.21 0.57 1.33  -0.03
F 2.96 2.33 2.60  0.23
F 1.58 2.67 0.80  0.10
F 0.78 1.69 2.69  0.08
O -1.56 1.48 0.88  -0.24
N -0.83 4.63 -1.83  0.13
N 2.23 1.02 -1.69  0.13
N -0.77 2.46 -1.53  0.00
C -1.27 5.09 1.04  -0.04
C -1.25 3.82 0.48  -0.10
C 3.28 1.46 -1.83  -0.16
C -2.16 -1.98 1.76  -0.23
C 0.26 -1.07 4.03  -0.21
C -1.60 2.68 1.30  -0.40
C -1.91 -3.66 -0.09  -0.31
C -0.55 2.72 -2.84  -0.15
C -1.65 5.29 2.35  -0.08
C -0.93 3.63 -0.91  -0.26
C -1.85 -3.31 1.27  -0.33
C -2.32 -2.71 -1.14  -0.26
C -2.02 2.94 2.63  -0.01
C -2.03 4.21 3.15  -0.07
C 0.49 -2.92 -2.74  -0.26
C -1.06 -5.54 1.81  -0.06
C -1.56 -4.96 -0.46  -0.05
C -1.76 -0.74 -3.59  -0.30
C 5.59 0.74 -2.07  -0.07
C 4.61 1.92 -2.08  -0.20
C -1.41 -4.27 2.20  -0.06
C 1.17 -2.40 1.18  -0.26
C -0.60 4.07 -3.04  -0.07
C -1.15 -5.89 0.46  -0.06
B 1.92 1.86 1.90  -1.36
H 0.68 -2.94 0.37  -0.03
H 1.44 -3.10 1.97  0.02
H 6.59 1.11 -2.30  0.08
H -0.50 4.66 -3.93  0.12
H -0.97 5.95 0.45  0.10
H -0.65 -0.94 4.61  0.02
H -0.92 5.61 -1.65  0.16
H -2.33 4.37 4.17  0.11
H -2.27 2.08 3.23  0.11
H 5.32 0.00 -2.82  0.08
H -2.60 -3.24 -2.05  0.07
H -1.05 -0.46 -4.36  0.01
H -3.15 -2.06 -0.85  0.07
H 1.41 -2.48 -3.12  0.00
H 0.68 -2.06 4.21  0.02
H -0.92 -6.90 0.15  0.11
H -2.81 -1.38 1.13  0.06
H 5.61 0.26 -1.09  0.08
H -1.35 -3.98 3.24  0.12
H 2.06 -1.90 0.82  0.00
H -0.72 -6.26 2.53  0.11
H -0.07 -3.35 -3.56  0.02
H 0.74 -3.69 -2.02  0.00
H 4.87 2.64 -1.31  0.14
H -2.52 -1.98 2.79  0.07
H 4.63 2.41 -3.06  0.13
H -2.40 0.10 -3.35  0.01
H -2.37 -1.57 -3.95  0.01
H -1.62 -5.24 -1.51  0.12
H -0.39 1.93 -3.55  0.09
H 0.97 -0.30 4.31  0.02
H -1.65 6.29 2.76  0.10

For the energy above the lowest of the compared OMol25 structures with the same formula, charge and spin, the calculation gives 67.14 kcal per mole. Its spin multiplicity is 2. Its net charge is +1. The frontier orbital gap (alpha / beta) is 5.7 / 4.7 eV.



Q: Look up the net charge of the second one.
A: 0



Repeat the first record exactly.
DFT (ωB97M-V/def2-TZVPD) results for one molecule with the formula C3H10N4.

Each line ends with the Löwdin charge.
Geometry (Å):
N 1.08 -0.97 0.13  0.11
N -1.12 -0.27 -0.86  -0.08
N -0.89 -1.11 -1.97  -0.03
N -0.07 1.07 0.92  0.01
C 1.21 1.73 0.92  -0.16
C -0.10 -0.19 0.32  -0.76
C -1.03 -0.66 1.32  0.17
H -1.77 -1.33 -2.42  0.07
H -0.90 -1.64 1.75  0.07
H 2.00 1.16 1.43  0.08
H -1.94 -0.13 1.56  0.07
H 1.78 -0.45 -0.38  0.07
H 1.10 2.69 1.43  0.07
H 0.87 -1.83 -0.36  0.07
H 1.57 1.95 -0.10  0.08
H -1.50 0.66 -1.05  0.10
H -0.27 -0.68 -2.65  0.07

For the energy above the lowest of the compared OMol25 structures with the same formula, charge and spin, the calculation gives 119.67 kcal per mole. Its spin multiplicity is 1. Its net charge is 0. The frontier orbital gap (alpha / beta) is 7.8 / 8.8 eV.



Q: spin multiplicity of number 2 (C10H21BrN3PS)?
A: 1